{
  "formula": "C50H160N36O26",
  "method": "the ωB97M-V functional and the def2-TZVPD basis",
  "species": ["C", "O", "H", "H", "H", "H", "C", "O", "H", "H", "H", "H", "C", "O", "H", "H", "H", "H", "C", "O", "H", "H", "H", "H", "C", "O", "N", "N", "H", "H", "H", "H", "C", "O", "N", "N", "H", "H", "H", "H", "C", "O", "N", "N", "H", "H", "H", "H", "C", "O", "N", "N", "H", "H", "H", "H", "C", "O", "N", "N", "H", "H", "H", "H", "C", "O", "N", "N", "H", "H", "H", "H", "C", "O", "N", "N", "H", "H", "H", "H", "C", "O", "N", "N", "H", "H", "H", "H", "C", "O", "N", "N", "H", "H", "H", "H", "C", "O", "N", "N", "H", "H", "H", "H", "C", "O", "N", "N", "H", "H", "H", "H", "C", "O", "N", "N", "H", "H", "H", "H", "C", "O", "N", "N", "H", "H", "H", "H", "C", "O", "N", "N", "H", "H", "H", "H", "C", "C", "C", "O", "C", "N", "H", "H", "H", "H", "H", "H", "H", "H", "H", "H", "H", "C", "C", "C", "O", "C", "N", "H", "H", "H", "H", "H", "H", "H", "H", "H", "H", "H", "C", "C", "C", "O", "C", "N", "H", "H", "H", "H", "H", "H", "H", "H", "H", "H", "H", "C", "C", "C", "O", "C", "N", "H", "H", "H", "H", "H", "H", "H", "H", "H", "H", "H", "C", "C", "C", "O", "C", "N", "H", "H", "H", "H", "H", "H", "H", "H", "H", "H", "H", "C", "C", "C", "O", "C", "N", "H", "H", "H", "H", "H", "H", "H", "H", "H", "H", "H", "C", "C", "C", "O", "C", "N", "H", "H", "H", "H", "H", "H", "H", "H", "H", "H", "H", "C", "C", "C", "O", "C", "N", "H", "H", "H", "H", "H", "H", "H", "H", "H", "H", "H"],
  "xyz": [[-1.433, 3.470, 2.629], [-2.481, 4.227, 1.997], [-1.908, 3.197, 3.572], [-1.078, 2.685, 1.963], [-0.641, 4.090, 3.050], [-2.156, 4.621, 1.184], [-8.428, 1.007, 3.818], [-9.674, 0.472, 3.443], [-8.568, 2.053, 4.093], [-8.027, 0.403, 4.632], [-7.641, 0.921, 3.069], [-9.738, 0.708, 2.514], [-0.752, 0.059, 5.337], [-1.543, 0.871, 4.560], [-0.469, 0.484, 6.300], [-1.223, -0.921, 5.417], [0.148, -0.236, 4.797], [-1.307, 0.739, 3.639], [3.327, -2.832, 5.774], [3.840, -1.704, 5.204], [2.676, -3.332, 5.057], [4.155, -3.378, 6.224], [2.727, -2.465, 6.607], [4.337, -1.226, 5.871], [-4.800, 5.345, -1.030], [-3.941, 5.869, -0.380], [-4.527, 4.539, -1.971], [-6.087, 5.430, -0.846], [-3.580, 4.462, -2.314], [-5.272, 4.003, -2.393], [-6.761, 4.996, -1.461], [-6.476, 5.927, -0.057], [-4.406, 1.694, 6.150], [-4.763, 1.237, 5.133], [-5.207, 2.112, 7.099], [-3.192, 1.772, 6.468], [-4.810, 2.726, 7.796], [-6.168, 2.117, 6.789], [-2.448, 1.439, 5.871], [-3.065, 1.906, 7.460], [2.431, 2.066, 4.643], [2.223, 1.542, 5.765], [2.869, 3.259, 4.533], [2.197, 1.604, 3.479], [3.038, 3.710, 3.645], [3.022, 3.817, 5.361], [2.642, 1.974, 2.651], [1.821, 0.669, 3.546], [3.265, 1.827, -3.110], [3.784, 2.392, -4.090], [2.860, 0.615, -2.975], [3.026, 2.484, -1.994], [2.848, -0.058, -3.728], [2.348, 0.419, -2.127], [2.713, 1.966, -1.185], [3.271, 3.464, -1.983], [4.502, -0.908, 1.760], [4.461, -0.355, 0.692], [4.935, -0.420, 2.862], [3.904, -1.982, 2.102], [4.729, -0.827, 3.763], [5.427, 0.445, 2.685], [3.855, -2.391, 3.024], [3.329, -2.438, 1.408], [6.774, 2.739, -2.241], [6.619, 3.077, -3.444], [6.557, 1.533, -1.803], [7.207, 3.539, -1.337], [6.410, 1.194, -0.863], [6.414, 0.923, -2.595], [7.343, 3.313, -0.363], [7.563, 4.421, -1.678], [2.575, -1.911, -5.622], [1.392, -2.217, -5.472], [3.082, -1.389, -6.672], [3.436, -1.923, -4.680], [4.073, -1.198, -6.724], [2.552, -1.210, -7.512], [3.273, -2.373, -3.791], [4.370, -1.614, -4.909], [0.964, -2.676, -1.962], [2.061, -2.209, -1.831], [0.242, -2.549, -3.003], [0.407, -3.400, -1.016], [-0.613, -3.085, -2.962], [0.720, -2.263, -3.845], [-0.478, -3.828, -1.249], [0.989, -3.501, -0.197], [3.090, -5.052, 1.083], [2.488, -4.097, 0.797], [2.521, -6.005, 1.799], [4.266, -5.434, 0.788], [3.039, -6.858, 1.952], [1.570, -5.808, 2.078], [4.795, -4.853, 0.153], [4.795, -5.940, 1.484], [-0.896, 4.123, -2.176], [-1.802, 3.452, -2.667], [0.433, 4.058, -2.406], [-1.130, 5.153, -1.444], [1.007, 4.689, -1.866], [0.919, 3.425, -3.024], [-2.078, 5.237, -1.105], [-0.327, 5.709, -1.189], [5.739, -3.365, -1.622], [6.660, -4.122, -1.705], [4.717, -3.411, -2.307], [5.770, -2.269, -0.938], [4.593, -4.121, -3.014], [3.922, -2.812, -2.133], [6.624, -1.979, -0.484], [4.985, -1.637, -0.867], [-4.415, -2.645, 5.931], [-4.494, -3.777, 6.484], [-5.420, -1.856, 5.712], [-3.304, -2.114, 5.449], [-6.253, -2.161, 6.195], [-5.172, -0.890, 5.555], [-3.475, -1.146, 5.217], [-2.418, -2.579, 5.587], [-6.049, 4.295, 3.363], [-6.793, 4.196, 4.306], [-6.020, 5.192, 2.411], [-5.049, 3.457, 3.176], [-5.309, 5.052, 1.707], [-6.732, 5.895, 2.276], [-4.205, 3.796, 2.736], [-5.142, 2.498, 3.476], [-2.362, 5.014, -6.750], [-3.034, 4.305, -7.486], [-2.550, 6.327, -6.618], [-1.414, 4.665, -6.020], [-1.962, 6.848, -5.983], [-3.408, 6.702, -6.995], [-0.770, 5.279, -5.542], [-1.203, 3.679, -5.958], [-0.426, 0.871, -0.800], [0.637, 0.608, 0.308], [0.204, -0.575, 1.220], [-0.851, -0.147, 2.116], [-2.187, -0.598, 1.749], [1.899, 0.319, -0.313], [-0.074, 1.274, -1.750], [-1.210, 1.584, -0.544], [-1.066, 0.048, -1.118], [0.707, 1.420, 1.032], [1.007, -0.795, 1.924], [-0.096, -1.408, 0.584], [-2.524, -0.740, 0.722], [-2.925, 0.053, 2.216], [-2.411, -1.502, 2.315], [1.869, -0.641, -0.625], [2.698, 0.315, 0.305], [0.971, 6.001, 1.194], [2.102, 6.131, 0.156], [3.017, 4.864, 0.259], [3.758, 4.808, 1.478], [4.576, 3.643, 1.630], [1.575, 6.294, -1.138], [0.259, 5.212, 0.953], [0.422, 6.941, 1.241], [1.367, 5.888, 2.204], [2.676, 6.993, 0.495], [3.770, 4.889, -0.529], [2.437, 3.948, 0.148], [4.658, 3.589, 2.715], [5.518, 3.834, 1.116], [4.002, 2.827, 1.190], [2.366, 6.052, -1.717], [1.252, 7.219, -1.383], [-7.752, -4.590, 0.100], [-8.332, -3.252, -0.304], [-7.371, -2.192, -0.888], [-6.439, -1.752, 0.109], [-7.019, -0.755, 1.037], [-9.216, -3.619, -1.367], [-7.457, -5.330, -0.643], [-8.517, -5.173, 0.612], [-6.887, -4.464, 0.751], [-8.885, -2.790, 0.514], [-7.941, -1.333, -1.240], [-6.706, -2.551, -1.673], [-6.186, -0.686, 1.737], [-7.976, -1.126, 1.405], [-7.111, 0.200, 0.519], [-9.644, -2.868, -1.888], [-8.686, -4.134, -2.055], [-4.215, -5.272, -1.428], [-2.738, -5.575, -1.541], [-2.465, -7.073, -1.788], [-1.076, -7.353, -1.852], [-0.484, -7.384, -0.639], [-2.160, -4.710, -2.579], [-4.340, -4.372, -0.826], [-4.808, -6.078, -0.998], [-4.591, -4.988, -2.411], [-2.161, -5.422, -0.629], [-2.911, -7.399, -2.728], [-3.015, -7.708, -1.094], [-0.473, -6.468, -0.048], [0.595, -7.525, -0.710], [-0.877, -8.200, -0.034], [-1.344, -5.237, -2.854], [-2.617, -4.738, -3.480], [-4.867, 0.769, -1.670], [-4.046, 0.480, -2.911], [-4.537, -0.703, -3.810], [-3.671, -0.825, -4.908], [-2.337, -1.243, -4.624], [-4.173, 1.735, -3.671], [-4.369, 1.577, -1.134], [-4.958, -0.128, -1.057], [-5.870, 1.063, -1.977], [-3.003, 0.334, -2.632], [-5.496, -0.522, -4.296], [-4.589, -1.688, -3.345], [-1.803, -0.385, -4.216], [-1.731, -1.530, -5.483], [-2.206, -2.017, -3.868], [-3.603, 2.417, -3.191], [-3.848, 1.701, -4.626], [2.176, 3.738, -8.696], [2.722, 3.443, -7.246], [1.778, 2.364, -6.546], [0.960, 2.787, -5.440], [0.016, 1.817, -5.067], [4.151, 3.123, -7.413], [1.229, 4.267, -8.599], [2.122, 2.779, -9.213], [2.906, 4.351, -9.225], [2.656, 4.396, -6.721], [2.478, 1.595, -6.222], [1.080, 2.000, -7.300], [-0.714, 1.648, -5.859], [-0.588, 2.158, -4.226], [0.559, 0.921, -4.769], [4.541, 3.915, -7.904], [4.210, 2.319, -8.021], [8.109, -0.218, 1.754], [9.241, 0.850, 1.740], [10.223, 0.892, 0.507], [11.150, 1.993, 0.591], [12.038, 1.924, 1.694], [8.502, 2.086, 1.808], [7.379, -0.055, 0.961], [7.574, -0.203, 2.703], [8.448, -1.244, 1.615], [9.854, 0.621, 2.612], [9.659, 1.179, -0.380], [10.603, -0.116, 0.341], [12.833, 2.629, 1.455], [12.602, 1.005, 1.857], [11.525, 2.230, 2.606], [9.188, 2.827, 1.830], [8.054, 2.249, 2.699], [-0.351, -4.490, 3.619], [-1.401, -5.637, 3.774], [-0.920, -7.084, 3.826], [-0.092, -7.256, 2.727], [0.235, -8.635, 2.623], [-2.067, -5.217, 5.009], [0.425, -4.590, 4.378], [-0.832, -3.512, 3.640], [0.215, -4.432, 2.690], [-2.082, -5.621, 2.923], [-1.795, -7.693, 4.051], [-0.261, -7.149, 4.691], [-0.574, -9.113, 2.070], [0.633, -9.087, 3.531], [1.113, -8.598, 1.978], [-2.732, -5.954, 5.192], [-2.658, -4.405, 4.902]],
  "mulliken_charge": [-0.117, -0.638, 0.050, 0.084, 0.243, 0.200, -0.150, -0.542, 0.314, 0.157, -0.101, 0.311, 0.341, -0.034, 0.440, -0.459, -0.196, 0.186, -0.349, -0.561, -0.079, 0.305, 0.288, 0.230, 0.757, -0.778, -0.049, -0.355, -0.308, 0.173, 0.150, 0.254, 0.735, -0.611, -0.532, -0.276, 0.167, 0.297, 0.261, 0.166, 0.441, -0.759, -0.193, 1.323, -0.043, 0.215, -0.349, -0.595, -0.158, -0.865, 1.592, 2.098, -0.444, -0.373, -0.982, -0.371, 0.283, -0.178, -0.162, 0.603, 0.182, 0.072, -0.179, -0.552, 0.455, -0.744, -0.011, -0.202, -0.078, 0.126, 0.065, 0.233, 0.781, -0.871, -0.352, -0.337, 0.148, 0.267, -0.079, 0.125, 0.822, 0.168, 0.083, 0.886, -0.173, 0.053, -0.331, -0.547, 0.288, 0.114, -0.239, -0.354, 0.166, -0.212, 0.122, 0.235, 1.286, -0.008, 0.128, -0.173, -0.081, -0.477, -0.351, 0.050, 0.223, -0.778, 0.150, 0.280, 0.179, -0.293, -0.006, -0.329, 0.522, -0.763, -0.289, -0.061, 0.255, 0.148, -0.177, 0.338, 0.504, -0.671, -0.275, 0.225, 0.079, 0.220, 0.132, -0.061, 0.699, -0.712, -0.451, -0.022, 0.160, 0.234, 0.126, -0.065, -1.937, 2.275, -1.267, 0.919, -0.950, 1.163, 0.205, 0.522, 0.205, -0.129, -0.418, 0.210, 0.288, 0.047, 0.237, -1.063, -1.017, -1.583, 0.390, -0.144, -0.517, -0.487, -0.723, 0.166, 0.430, 0.458, 0.546, 0.595, -0.250, 0.299, 0.429, -0.162, 0.134, 0.242, -1.419, 0.772, -0.893, -0.026, -0.936, -0.780, 0.307, 0.410, 0.286, 0.258, 0.413, 0.153, 0.274, 0.343, 0.319, 0.274, 0.270, -1.834, 1.279, -1.029, -0.396, -0.751, -0.475, 0.361, 0.474, 0.369, -0.491, 0.359, 0.478, 0.279, 0.384, 0.263, 0.308, 0.324, -1.449, 2.673, -0.566, -0.500, -0.292, -0.661, 0.244, 0.213, 0.347, -1.378, 0.315, 0.199, -0.032, 0.368, 0.161, -0.018, 0.353, -1.568, 0.192, -0.258, -0.043, -1.255, -0.607, 0.283, 0.416, 0.479, 0.263, -0.220, 0.494, 0.901, -0.032, 0.428, 0.296, 0.250, -0.890, 0.319, -0.575, -0.376, -0.722, -0.343, -0.409, 0.380, 0.498, 0.239, 0.198, 0.390, 0.282, 0.312, 0.281, 0.288, 0.204, -0.746, 0.987, -1.294, 0.130, -1.012, -0.656, 0.472, -0.098, -0.423, 0.368, 0.395, 0.452, 0.337, 0.350, 0.242, 0.298, -0.004],
  "gap_ev": 8.3,
  "mol_weight_g_mol": 1682.06,
  "total_energy_ev": -161323.354,
  "multiplicity": 1,
  "lumo_energy_ev": -0.12,
  "max_force_ev_per_a": 10.099,
  "charge": 0
}